No. 1
Below is C6H8OS2 in the gas phase, with properties calculated with ωB97M-V/def2-TZVPD.

Structure (XYZ):
```
17
Properties=species:S:1:pos:R:3:forces:R:3:nbo_charge:R:1
C -0.175 1.182 -0.182 2.34 0.51 0.45 0.24
C 2.498 0.008 -0.094 1.28 -0.99 0.00 0.01
C -1.093 2.085 -0.204 -0.50 -0.73 0.50 -0.53
C 0.010 -0.246 -0.037 -0.72 -1.92 2.04 0.13
C -0.736 -1.024 -1.132 1.69 1.55 1.67 -0.59
C -0.686 -0.793 1.411 5.60 -1.37 -2.29 -0.59
O 1.371 -0.687 -0.113 -1.54 -0.43 0.15 -0.52
S 3.834 -1.018 -0.179 -0.41 1.54 0.11 -0.13
S 2.480 1.729 0.016 -2.41 -1.06 -0.36 0.15
H -0.809 3.082 -0.322 0.10 1.56 -0.17 0.25
H -2.135 1.836 0.033 0.26 0.03 -0.37 0.24
H -1.749 -0.836 -1.026 -2.00 0.07 -0.05 0.21
H -0.445 -2.022 -1.061 0.17 -1.73 0.08 0.23
H -0.324 -0.581 -1.960 0.41 0.57 -2.80 0.22
H -1.533 -0.196 1.473 -1.88 0.25 0.71 0.21
H 0.145 -0.573 2.147 -1.45 -0.07 -0.33 0.23
H -0.651 -1.946 1.229 -0.94 2.23 0.67 0.24
```
Positions in Å, forces in eV/Å.

As for the net charge: 0. As for the HOMO energy (alpha / beta): -8.15 / -8.06 eV.

No. 2
Below is C4H10S as an isolated structure, with properties calculated with ωB97M-V/def2-TZVPD.

Structure (XYZ):
```
15
Properties=species:S:1:pos:R:3:forces:R:3:nbo_charge:R:1
C 1.362 0.969 1.413 -1.00 -2.53 5.26 -0.67
C 0.680 -0.314 0.804 0.88 3.47 -2.83 -0.30
C 1.392 -0.555 -0.561 1.80 -0.83 0.92 -0.61
C -0.530 0.435 0.230 3.23 -2.95 -3.79 -0.49
H 2.060 1.680 0.946 -0.71 -0.65 -0.29 0.24
H 0.584 1.405 2.200 1.57 0.01 -1.98 0.20
H 1.850 0.287 2.153 1.34 1.57 -0.01 0.23
H 0.656 -1.207 1.500 -0.43 1.24 -0.93 0.24
H 0.931 -1.803 -0.666 2.12 3.84 -1.30 0.26
H 0.911 0.557 -1.217 2.73 -4.62 0.68 0.22
H 2.905 -0.320 -0.351 -4.46 -1.27 -0.85 0.19
H 0.042 1.152 -0.455 -1.49 -0.07 1.44 0.20
H -0.986 0.991 0.847 -3.90 3.68 4.86 0.19
H -2.218 -1.325 -0.290 1.06 1.53 -0.78 0.13
S -1.510 -0.289 -0.999 -2.74 -2.41 -0.40 -0.02
```
Positions in Å, forces in eV/Å.

As for the net charge: 0. As for the HOMO energy: -8.95 eV.

No. 3
Below is a 3-piece molecular cluster, C3H11NO2 overall, with properties calculated with ωB97M-V/def2-TZVPD.

Structure (XYZ):
```
17
Properties=species:S:1:pos:R:3:forces:R:3:nbo_charge:R:1
C -0.037 -1.400 0.105 -0.65 -1.47 2.45 -0.56
C -1.151 -0.477 -0.395 -1.68 -0.47 -2.65 -0.13
C -0.994 0.883 0.288 -0.29 0.66 1.43 -0.57
N -2.356 -1.094 -0.010 1.87 0.98 -0.14 -0.11
H -0.373 -1.535 1.157 0.86 -0.21 -0.17 0.22
H -0.014 -2.411 -0.313 -0.10 0.48 -0.41 0.22
H 0.927 -0.882 0.097 0.04 0.50 -0.61 0.33
H -0.811 0.739 1.353 -0.20 0.17 0.03 0.24
H -0.077 1.308 -0.124 0.35 -0.10 -0.58 0.33
H -2.887 -1.266 -0.875 -0.20 -0.14 0.07 0.33
H -1.851 1.531 0.104 0.04 -0.15 0.05 0.22
H 2.273 0.756 -1.816 0.15 0.11 -0.03 0.45
H 1.985 0.861 0.261 0.15 0.91 1.18 0.49
O 1.624 0.709 -1.111 -0.60 -0.64 -0.28 -1.06
H 2.876 1.458 1.471 0.04 0.01 0.02 0.45
H -1.121 -0.323 -1.483 0.27 -0.06 0.26 0.21
O 1.988 1.144 1.290 -0.04 -0.58 -0.63 -1.06
```
Positions in Å, forces in eV/Å.

As for the net charge: 0. As for the HOMO energy: -8.61 eV.

No. 4
Below is a 2-piece molecular cluster, C5H8N2 overall, with properties calculated with ωB97M-V/def2-TZVPD.

Structure (XYZ):
```
15
Properties=species:S:1:pos:R:3:forces:R:3:nbo_charge:R:1
C 1.756 0.255 1.303 0.40 -2.38 -0.54 -0.65
C 0.469 0.606 0.851 -3.82 -1.09 -2.48 0.12
C -0.694 0.401 0.241 1.50 0.57 2.80 0.23
C -2.139 0.050 0.090 1.63 -2.45 0.05 -0.65
N 0.049 1.652 -0.032 -1.15 2.71 0.43 -0.68
H 2.403 -0.085 0.447 -0.49 0.27 0.62 0.21
H 1.604 -0.553 2.000 0.66 -0.37 0.44 0.23
H 2.170 1.092 1.739 1.35 1.67 1.19 0.23
H -2.687 0.800 0.576 -1.10 1.43 0.01 0.23
H -2.427 -0.909 0.634 0.75 1.02 -0.81 0.23
H -2.280 -0.112 -0.993 -0.62 0.41 0.56 0.23
H 0.527 1.689 -0.904 0.60 -0.63 -1.43 0.29
C 0.459 -1.680 -1.995 -1.16 0.81 1.50 0.08
N -0.175 -1.450 -1.058 0.72 -1.69 -1.38 -0.33
H 0.965 -1.755 -2.900 0.75 -0.26 -0.97 0.23
```
Positions in Å, forces in eV/Å.

As for the net charge: 0. As for the HOMO energy: -6.61 eV. As for the SMILES: CC1=C(C)N1.C#N.

No. 5
Below is C3H2BiO4 as an isolated structure, with properties calculated with ωB97M-V/def2-TZVPD.

Structure (XYZ):
```
10
Properties=species:S:1:pos:R:3:forces:R:3:nbo_charge:R:1
C -3.398 -0.018 0.218 -1.76 0.12 -0.14 0.26
C -1.951 -0.265 -0.220 -2.54 -2.91 2.01 0.54
O -1.243 0.669 -0.548 -0.05 0.46 -0.06 -0.75
O -4.168 -0.936 0.234 1.27 0.44 -0.06 -0.20
H -3.659 1.031 0.459 0.13 -0.18 -0.03 0.22
H -1.550 -1.286 -0.050 -0.27 0.16 -0.46 0.24
O 3.036 -0.450 -0.174 0.33 -0.05 0.05 -0.29
O 2.683 0.797 -0.539 1.10 0.29 0.24 -0.42
C 3.452 -1.447 0.221 1.35 -2.11 0.86 0.96
Bi 0.688 1.107 -0.932 0.45 3.78 -2.41 2.44
```
Positions in Å, forces in eV/Å.

As for the net charge: +3. As for the HOMO energy (alpha / beta): -22.57 / -22.57 eV.

Computed energy relative to the best compared isomer or geometry (same formula, charge and spin), in the same sequence as the records: 71.3; 158.7; 154.5; 122.1; 119.6 kcal per mole.
Computed max |F|, in the same sequence as the records: 0.12063; 0.14063; 0.06161; 0.09114; 0.08759 hartree/bohr.